1.
2 unconnected molecules or ions with the total composition C6H5I2N3. Source: the Open Molecules 2025 dataset; level of theory: ωB97M-V/def2-TZVPD.

```
16
Properties=species:S:1:pos:R:3:forces:R:3
C 1.5791 0.7614 -1.0432 0.92 2.27 -2.47
C 1.3676 1.2838 0.2328 -0.29 -1.68 1.91
C 1.0209 -0.4263 -1.4786 -1.27 1.03 3.49
C 0.5537 0.5677 1.1142 0.82 -1.08 -3.66
C 0.1814 -1.1606 -0.6581 0.78 -0.48 -0.62
C -0.0210 -0.6542 0.6356 0.67 0.60 0.64
N -0.6802 -1.3413 1.5536 -0.37 0.12 -0.99
N -1.0796 -2.1053 2.2854 -0.57 -1.08 1.32
N -2.9946 0.0348 0.3307 -0.24 -0.41 -0.08
I -2.8825 -0.0120 -1.6671 -0.24 0.08 -0.32
I -2.4912 1.7657 1.1520 -0.33 0.67 0.25
H 2.0467 1.4228 -1.8788 -0.29 -1.29 1.86
H 2.0116 1.9662 0.7676 -0.11 0.95 -0.80
H 1.2232 -0.7840 -2.3919 0.69 -1.08 -3.34
H 0.3250 0.8183 2.0831 -0.05 0.79 2.11
H -0.1603 -2.1371 -1.0373 -0.12 0.59 0.71
```
Forces are in eV/Å.

Summary:
HOMO (spin up / spin down) in Eh: -0.226 / -0.335
HOMO-LUMO gap (spin up / spin down) in eV: 5.30 / 7.39
<S²>: 2.05
Charge: 0
Spin multiplicity: 3

Here is what Löwdin gives for the atomic charges, in e: -0.11 -0.09 -0.12 -0.13 -0.10 -0.36 -0.07 0.21 -1.15 0.70 0.76 0.13 0.10 0.06 0.05 0.12

=====

2.
2 unconnected molecules or ions with the total composition CH7N2O. Source: the Open Molecules 2025 dataset; level of theory: ωB97M-V/def2-TZVPD.

```
11
Properties=species:S:1:pos:R:3:forces:R:3
N -1.3533 -2.0121 1.4750 1.34 -0.45 -1.16
H -0.9321 -2.8656 1.0831 -0.32 0.16 0.74
H -1.4388 -1.4700 0.6124 -0.26 0.55 0.54
H -2.2387 -2.2293 1.8799 -0.67 -0.17 -0.08
N -0.0190 0.7520 -0.7946 0.35 0.10 -0.16
C 1.4514 1.2951 -0.5573 -1.18 -0.12 1.41
O 2.0437 1.7296 -1.6155 0.56 -0.05 -0.72
H -0.0864 0.6766 -1.8158 0.23 -0.01 0.29
H -0.5788 1.5685 -0.5842 -0.33 0.06 -0.07
H 1.9069 0.4728 0.0721 0.24 -0.05 -0.65
H 1.2453 2.0825 0.2450 0.03 -0.03 -0.14
```
Forces are in eV/Å.

Summary:
HOMO in Eh: -0.085
HOMO-LUMO gap in eV: 6.39
Relative energy (zero: lowest compared OMol25 entry of this formula, charge and spin) in kJ/mol: 65.1
Charge: -1

Here is what Löwdin gives for the atomic charges, in e: 0.00 0.00 -0.01 -0.03 -0.06 -0.67 -0.33 0.01 -0.01 0.05 0.05

=====

3.
6 unconnected molecules or ions with the total composition C5H20N2O6. Source: the Open Molecules 2025 dataset; level of theory: ωB97M-V/def2-TZVPD.

```
33
Properties=species:S:1:pos:R:3:forces:R:3
O 0.4155 2.3401 2.6670 -0.11 -0.36 -0.02
C 0.4114 1.4026 1.8953 0.21 1.28 0.24
C -0.8768 0.9556 1.2061 0.25 0.00 0.90
C -1.0975 1.6517 -0.1398 1.07 -0.24 -0.30
C 0.1400 1.7685 -1.0278 -0.68 -1.17 0.13
C 0.2660 1.0655 -2.1666 0.40 1.23 -0.29
N 1.1375 2.5754 -0.5261 -0.07 0.53 0.41
N -2.0338 1.2144 2.0620 -0.12 -0.14 -0.11
H 1.3886 0.9358 1.6928 -0.24 -0.48 -0.29
H -0.7940 -0.1291 1.0771 -0.08 0.06 -0.39
H -1.8192 1.0386 -0.6714 -0.16 0.62 0.06
H -1.4179 2.6816 0.0400 -0.32 -0.05 0.11
H -0.4381 0.3338 -2.5260 -0.07 0.26 0.10
H 0.9685 1.5264 -2.8619 0.31 -0.69 -0.09
H 0.8549 3.3875 -0.0011 0.08 -0.02 0.04
H 2.0399 2.6491 -0.9611 -0.14 -0.05 -0.34
H -1.8135 0.9995 3.0279 -0.01 -0.08 -0.02
H -2.2533 2.2030 2.0632 0.07 0.05 -0.08
H 2.7014 -2.2802 0.9209 -0.15 -0.01 -0.26
H 2.0511 -1.9615 2.2418 -0.09 0.16 -0.01
O 1.9236 -1.8428 1.2919 0.43 -0.05 0.43
H -0.4926 -3.2744 -0.9657 0.13 0.19 0.04
H 0.6184 -2.5485 -1.7540 0.16 0.04 0.00
O -0.2925 -2.8651 -1.8214 -0.08 -0.10 -0.09
H -1.3120 -1.3896 -1.6207 -0.17 -0.03 0.02
H -2.8142 -1.2186 -1.4016 -0.06 0.02 -0.02
O -2.0010 -0.7085 -1.4578 -0.20 -0.66 -0.13
H 0.0814 -2.2950 1.2564 0.22 -0.17 -0.26
H -1.3889 -2.5871 1.5398 -0.17 -0.07 -0.10
O -0.6355 -2.9023 1.0321 -0.24 -0.02 0.29
H 1.9695 -0.9663 -0.6282 -0.08 -0.04 0.23
H 2.1776 -0.4905 -2.0170 -0.04 -0.12 -0.21
O 2.3356 -1.2694 -1.4661 -0.05 0.11 0.01
```
Forces are in eV/Å.

Summary:
HOMO in Eh: -0.306
HOMO-LUMO gap in eV: 8.38
Relative energy (zero: lowest compared OMol25 entry of this formula, charge and spin) in kJ/mol: 214.2
Charge: 0
SMILES: C=C(N)C[C@H](N)C=O.O.O.O.O.O

Here is what Löwdin gives for the atomic charges, in e: 0.03 -0.23 -0.36 -0.10 -0.41 0.02 0.10 0.05 0.11 0.11 0.08 0.13 0.05 0.06 0.10 0.10 0.07 0.07 0.07 0.07 -0.05 0.03 0.02 -0.06 0.01 0.06 -0.09 -0.01 0.05 -0.05 0.00 0.02 -0.06

=====

4.
A molecular structure, C38H33F2MoNP2S3Sb. Source: the Open Molecules 2025 dataset; level of theory: ωB97M-V/def2-TZVPD.

```
81
Properties=species:S:1:pos:R:3:forces:R:3
Mo -1.4499 -0.8623 1.3528 0.28 -0.81 0.36
S -3.0896 -5.4184 1.9142 -0.15 -0.15 -0.20
Sb -2.6919 -3.5109 2.9595 -0.11 -0.04 0.48
S -0.5150 -2.8277 1.9104 0.17 0.49 -0.25
S -2.1478 0.3360 3.2665 0.28 0.16 -0.19
C 0.8463 0.6586 -0.9971 -0.06 0.03 -0.04
N 0.8387 -0.3970 -1.9849 0.04 0.05 -0.03
C -0.2386 -1.3591 -2.1100 0.03 -0.05 0.06
P -1.7150 -1.1308 -1.0493 -0.16 0.04 -0.07
C -2.4918 0.4337 -1.5269 0.08 0.06 -0.03
C -3.5179 0.9053 -0.7062 -0.03 0.01 -0.04
C -4.0917 2.1442 -0.9541 -0.01 -0.03 0.02
C -3.6448 2.9135 -2.0183 0.02 0.02 -0.02
C -2.6285 2.4455 -2.8417 -0.01 -0.02 0.03
C -2.0498 1.2094 -2.5963 -0.06 0.01 -0.02
C -2.7823 -2.4286 -1.7388 -0.02 0.14 -0.05
C -2.7121 -3.7195 -1.2302 0.05 -0.01 0.05
C -3.5112 -4.7189 -1.7643 -0.01 -0.03 0.00
C -4.3806 -4.4333 -2.8052 0.01 0.03 0.01
C -4.4548 -3.1437 -3.3171 0.01 -0.03 0.02
C -3.6601 -2.1419 -2.7851 0.01 -0.01 -0.05
C 1.7049 -0.2999 -3.0839 -0.03 0.02 0.02
C 2.2433 0.9234 -3.4944 0.04 -0.03 0.01
C 3.1118 0.9800 -4.5741 0.00 0.00 -0.01
C 3.4478 -0.1656 -5.2780 0.00 0.00 0.01
C 2.9017 -1.3789 -4.8849 0.00 -0.01 0.00
C 2.0442 -1.4522 -3.8000 -0.02 0.02 -0.05
P 0.6660 0.1848 0.7904 0.02 0.23 0.14
C 2.1878 -0.7361 1.1608 -0.05 -0.02 0.01
C 3.1419 -1.0395 0.1949 0.05 0.03 -0.02
C 4.2857 -1.7479 0.5413 -0.02 0.02 0.01
C 4.4855 -2.1493 1.8522 -0.01 0.00 0.01
C 3.5407 -1.8403 2.8227 0.01 -0.01 -0.02
C 2.3939 -1.1468 2.4775 0.00 0.00 0.01
C 1.0063 1.8795 1.3985 -0.08 -0.03 -0.01
C 0.0066 2.8344 1.2115 -0.05 0.00 -0.04
C 0.2227 4.1581 1.5578 0.04 0.03 -0.01
C 1.4367 4.5394 2.1143 -0.01 -0.02 -0.06
C 2.4286 3.5922 2.3176 0.01 0.03 0.01
C 2.2194 2.2686 1.9541 0.01 -0.02 0.04
H 0.0520 1.4013 -1.1603 0.11 0.04 0.02
H 1.7919 1.1966 -1.0722 -0.02 -0.08 0.02
H 0.0752 -2.3802 -1.8481 0.01 0.02 -0.01
H -0.5850 -1.3989 -3.1505 0.00 -0.02 0.03
H -3.8910 0.2925 0.1109 0.02 0.00 0.01
H -4.8879 2.5035 -0.3165 -0.01 0.01 0.01
H -4.0898 3.8806 -2.2100 -0.01 0.02 0.00
H -2.2824 3.0456 -3.6726 0.00 0.01 -0.02
H -1.2499 0.8538 -3.2349 0.02 0.01 -0.01
H -2.0564 -3.9550 -0.4009 -0.02 0.03 0.04
H -3.4653 -5.7115 -1.3382 0.00 -0.02 0.01
H -5.0125 -5.2119 -3.2108 -0.01 -0.02 -0.01
H -5.1370 -2.9169 -4.1259 -0.01 0.00 0.00
H -3.7305 -1.1377 -3.1849 0.01 0.01 0.02
H 1.9752 1.8365 -2.9819 0.00 0.03 -0.02
H 3.5160 1.9379 -4.8745 0.01 0.01 0.00
H 4.1225 -0.1145 -6.1209 0.01 0.00 -0.02
H 3.1546 -2.2854 -5.4191 0.00 -0.01 -0.01
H 1.6479 -2.4108 -3.4954 0.01 -0.02 -0.01
H 3.0059 -0.7357 -0.8332 0.00 -0.01 -0.01
H 5.0202 -1.9803 -0.2183 0.00 -0.02 -0.01
H 5.3742 -2.7058 2.1182 0.02 0.00 0.01
H 3.6920 -2.1507 3.8479 0.01 -0.01 0.02
H 1.6555 -0.9148 3.2346 0.00 -0.02 -0.05
H -0.9588 2.5410 0.8068 0.02 -0.01 0.00
H -0.5614 4.8894 1.4073 0.00 0.00 -0.01
H 1.6079 5.5720 2.3890 0.00 0.01 0.02
H 3.3723 3.8817 2.7617 0.00 0.00 0.00
H 3.0039 1.5400 2.1144 0.01 -0.01 -0.01
F 2.3126 2.5686 6.4110 -0.03 -0.01 -0.02
C 1.2823 2.0667 5.6937 0.03 0.00 0.04
C 1.1222 0.6976 5.6262 -0.02 0.05 -0.02
C 0.0717 0.1923 4.8736 0.07 -0.05 -0.03
C -0.7957 1.0421 4.1939 -0.11 -0.08 -0.08
C -0.6241 2.4163 4.3181 -0.10 0.04 0.03
C 0.4207 2.9405 5.0627 0.00 -0.07 0.04
H 1.8065 0.0492 6.1556 0.02 -0.02 0.00
H -0.0735 -0.8795 4.8019 -0.02 0.02 0.00
H -1.3167 3.0848 3.8284 -0.03 0.02 -0.04
H 0.5690 4.0067 5.1580 0.01 0.02 -0.01
F -3.3214 -1.9054 1.6987 -0.26 0.01 -0.06
```
Forces are in eV/Å.

Summary:
HOMO (spin up / spin down) in Eh: -0.271 / -0.276
HOMO-LUMO gap (spin up / spin down) in eV: 6.57 / 6.57
Relative energy (zero: lowest compared OMol25 entry of this formula, charge and spin) in kJ/mol: 0.0
<S²>: 0.76
Charge: 0
Spin multiplicity: 2

Here is what Löwdin gives for the atomic charges, in e: 0.41 -0.22 0.58 0.00 0.53 -0.32 -0.18 -0.30 0.93 -0.38 -0.10 -0.07 -0.07 -0.06 -0.09 -0.34 -0.12 -0.08 -0.07 -0.08 -0.08 -0.26 -0.03 -0.09 -0.10 -0.08 -0.03 0.91 -0.38 -0.07 -0.07 -0.08 -0.07 -0.14 -0.35 -0.12 -0.09 -0.09 -0.08 -0.07 0.08 0.09 0.10 0.11 0.10 0.11 0.11 0.11 0.11 0.04 0.10 0.10 0.10 0.10 0.10 0.10 0.10 0.10 0.11 0.09 0.11 0.10 0.11 0.07 0.10 0.11 0.11 0.11 0.11 0.05 -0.28 -0.01 -0.14 -0.65 -0.12 -0.01 0.12 0.10 0.10 0.12 -0.76

=====

| no. | calculated total energy (eV) | maximum force (eV Å⁻¹) |
| --- | --- | --- |
| 1 | -26968.77855 | 3.91 |
| 2 | -6177.66294 | 1.84 |
| 3 | -20774.17725 | 1.36 |
| 4 | -106346.38515 | 0.93 |